Density functional theory data (the ωB97M-V functional and the def2-TZVPD basis) for an isolated molecule of C5H10O.

Last columns: bonded neighbours and bond lengths (Å).
Cartesian coordinates (Å):
1 C -0.2438 -0.6352 -1.3094  C2 1.541, H7 1.096, H8 1.093, H9 1.099
2 C 0.4963 -0.0083 -0.1119  C1 1.541, C3 1.529, C4 1.521, H10 1.098
3 C 1.4028 1.1167 -0.6136  C2 1.529, H11 1.098, H12 1.094, H13 1.098
4 C -0.6188 0.3454 0.8594  C2 1.521, C5 1.471, O6 1.421, H14 1.094
5 C -1.1499 -0.7600 1.6720  C4 1.471, O6 1.417, H15 1.089, H16 1.090
6 O -0.5765 0.3847 2.2797  C4 1.421, C5 1.417
7 H -0.9231 -1.4358 -0.9948  C1 1.096
8 H 0.4652 -1.0502 -2.0310  C1 1.093
9 H -0.8506 0.1145 -1.8366  C1 1.099
10 H 1.1205 -0.7831 0.3531  C2 1.098
11 H 2.1290 0.7012 -1.3243  C3 1.098
12 H 1.9597 1.6025 0.1925  C3 1.094
13 H 0.8341 1.8832 -1.1556  C3 1.098
14 H -1.2884 1.1275 0.4892  C4 1.094
15 H -2.2201 -0.9598 1.6810  C5 1.089
16 H -0.5363 -1.6435 1.8503  C5 1.090

Results
E_tot: -7393.2222 eV
SMILES: CC(C)[C@H]1CO1
LUMO: 1.1 eV